1.
Computed, not measured: a structure of composition C33H31AsClIMgN5O6, with the ωB97M-V functional and the def2-TZVPD basis.

```
79
C33H31AsClIMgN5O6 | the Open Molecules 2025 dataset | the ωB97M-V functional and the def2-TZVPD basis
Mg 0.209 -0.883 0.352
O -0.007 -1.346 2.335
C -0.993 -1.957 2.916
C -1.212 -1.784 4.307
C -2.278 -2.356 4.963
C -3.180 -3.173 4.281
C -2.946 -3.427 2.943
C -1.884 -2.848 2.245
C -1.613 -3.324 0.894
N -0.856 -2.713 0.076
N -0.450 -3.408 -1.058
C 0.811 -3.112 -1.274
O 1.540 -2.352 -0.553
C 1.428 -3.728 -2.494
C 2.799 -3.607 -2.691
C 3.399 -4.143 -3.822
C 2.631 -4.803 -4.770
C 1.259 -4.925 -4.579
C 0.661 -4.393 -3.447
H -0.517 -1.148 4.844
H -2.418 -2.162 6.021
H -4.020 -3.624 4.793
H -3.599 -4.106 2.404
H -1.990 -4.314 0.618
H 3.376 -3.084 -1.940
H 4.469 -4.045 -3.965
H 3.096 -5.218 -5.656
H 0.654 -5.435 -5.318
H -0.404 -4.477 -3.282
Cl -0.699 5.402 3.763
C -0.940 4.020 2.711
C -1.888 3.090 3.031
C -2.066 1.946 2.245
I -3.596 0.614 2.719
C -1.266 1.654 1.129
O -1.329 0.566 0.474
C -0.383 2.747 0.713
N 0.204 2.623 -0.498
C 1.048 3.538 -0.893
C 1.400 4.656 -0.113
C 0.776 4.837 1.088
C -0.177 3.891 1.527
H -2.501 3.232 3.911
H 1.484 3.402 -1.879
H 2.130 5.367 -0.478
H 0.986 5.702 1.704
C 1.042 1.224 3.611
As 2.284 0.428 2.392
C 3.819 1.592 2.381
C 2.910 -1.265 3.044
O 1.732 0.355 0.830
H 1.426 1.205 4.631
H 0.123 0.651 3.519
H 0.871 2.253 3.297
H 4.239 1.686 3.382
H 3.502 2.569 2.017
H 4.563 1.177 1.702
H 3.298 -1.162 4.057
H 3.687 -1.624 2.372
H 2.052 -1.931 3.025
O -4.849 3.096 -2.189
C -3.951 3.233 -3.270
N -2.845 2.366 -2.967
C -1.946 2.042 -3.926
O -2.051 2.455 -5.074
C -0.793 1.207 -3.479
C 0.392 1.246 -4.201
C 1.484 0.548 -3.722
C 1.354 -0.157 -2.533
N 0.215 -0.217 -1.850
C -0.836 0.442 -2.324
H -5.525 3.772 -2.263
H -3.614 4.273 -3.373
H -4.391 2.917 -4.220
H -2.654 2.190 -1.991
H 0.433 1.831 -5.111
H 2.430 0.554 -4.245
H 2.181 -0.702 -2.094
H -1.733 0.358 -1.727
```

For the orbital gap, the calculation gives 0.25226 Ha. The energy relative to the best compared isomer or geometry (same formula, charge and spin) is 0.0 kcal/mol. The strongest force on any atom comes out at 0.22 eV/Å. The value obtained for the HOMO energy is -4.5 eV. The value obtained for the LUMO energy is 2.36 eV. The total charge is -1.

2.
Computed, not measured: a structure of composition C23H39MnN3O7P2SSi2, with the ωB97M-V functional and the def2-TZVPD basis.

```
78
C23H39MnN3O7P2SSi2 | the Open Molecules 2025 dataset | the ωB97M-V functional and the def2-TZVPD basis
Mn 0.990 0.748 -0.092
C -4.401 0.772 1.570
Si -4.549 0.754 -0.285
C -4.718 -0.994 -0.898
C -6.093 1.700 -0.742
C -3.108 1.591 -1.137
C -3.303 2.703 -1.951
C -2.239 3.327 -2.591
C -0.984 2.778 -2.423
N -0.763 1.692 -1.687
C -1.777 1.137 -1.018
S -1.296 -0.171 0.046
H -5.363 0.508 2.019
H -4.116 1.766 1.926
H -3.646 0.061 1.910
H -5.583 -1.490 -0.448
H -3.824 -1.573 -0.656
H -4.843 -1.001 -1.984
H -6.956 1.259 -0.233
H -6.287 1.667 -1.817
H -6.029 2.748 -0.438
H -4.301 3.108 -2.072
H -2.373 4.222 -3.182
H -0.111 3.225 -2.886
O 2.135 1.255 -2.250
P 3.123 2.133 -1.298
O 4.414 2.399 -1.931
O 2.970 1.327 0.007
O 2.268 3.481 -1.077
P 1.365 3.875 0.253
O 2.510 4.039 1.370
O 0.682 5.151 0.033
O 0.553 2.627 0.593
H 2.103 1.637 -3.135
H 3.103 3.275 1.365
N 4.402 3.006 4.875
C 3.398 2.608 4.485
C 2.130 2.095 4.014
C 0.931 2.527 4.562
C -0.241 1.983 4.082
C -0.171 1.043 3.066
N 0.973 0.634 2.524
C 2.102 1.157 2.991
H 0.929 3.282 5.337
H -1.203 2.293 4.464
H -1.073 0.621 2.637
H 3.026 0.837 2.522
C 3.458 -1.530 -1.109
Si 1.662 -1.661 -0.581
C 1.647 -2.784 0.965
C 2.023 -4.232 0.622
C 0.283 -2.790 1.669
C 2.697 -2.270 1.958
C 0.783 -2.476 -2.096
C -0.483 -3.284 -1.782
C 1.759 -3.414 -2.827
C 0.402 -1.380 -3.100
H 3.908 -2.527 -1.158
H 4.038 -0.914 -0.424
H 3.537 -1.069 -2.096
H 1.288 -4.725 -0.015
H 2.083 -4.808 1.555
H 2.998 -4.305 0.133
H -0.496 -3.245 1.055
H -0.042 -1.782 1.930
H 0.348 -3.368 2.602
H 3.686 -2.166 1.507
H 2.788 -2.976 2.793
H 2.411 -1.309 2.379
H -0.270 -4.197 -1.220
H -0.944 -3.595 -2.729
H -1.223 -2.707 -1.232
H 2.145 -4.220 -2.202
H 2.614 -2.875 -3.238
H 1.231 -3.879 -3.671
H -0.315 -0.668 -2.690
H -0.050 -1.844 -3.988
H 1.280 -0.820 -3.429
```

The multiplicity is 5. For the orbital gap (alpha / beta), the calculation gives 0.27651 / 0.27402 Ha. The energy relative to the best compared isomer or geometry (same formula, charge and spin) is 17.9 kcal/mol. The strongest force on any atom comes out at 0.98 eV/Å. The value obtained for the HOMO energy (alpha / beta) is -5.5 / -5.1 eV. The value obtained for the LUMO energy (alpha / beta) is 2.03 / 2.32 eV. The total charge is -1.

3.
Computed, not measured: a cluster of 3 separate species, C40H41NO7S in total, with the ωB97M-V functional and the def2-TZVPD basis.

```
90
C40H41NO7S | the Open Molecules 2025 dataset | the ωB97M-V functional and the def2-TZVPD basis
C -3.347 2.050 -3.282
C -3.716 2.887 -2.004
C -3.106 4.334 -2.040
N -2.466 4.734 -0.780
C -1.067 5.176 -0.975
C -0.740 6.135 0.228
C 0.599 5.857 0.994
C 0.498 6.572 2.385
S 0.703 4.062 1.324
O 2.117 3.636 1.314
O 0.131 3.752 2.660
O -0.147 3.254 0.177
C -0.148 3.919 -1.100
C 1.253 4.163 -1.713
C 1.123 5.016 -3.041
C 2.067 2.861 -2.069
C 1.346 1.505 -1.816
H -3.136 2.686 -4.157
H -4.168 1.343 -3.502
H -2.471 1.423 -3.031
H -4.807 2.944 -1.862
H -3.276 2.361 -1.134
H -2.326 4.308 -2.838
H -3.843 5.091 -2.374
H -2.515 4.010 -0.073
H -1.095 5.792 -1.889
H -0.698 7.164 -0.171
H -1.552 6.107 0.974
H 1.475 6.235 0.441
H -0.415 6.190 2.878
H 0.379 7.662 2.274
H 1.367 6.315 3.009
H -0.677 3.233 -1.792
H 1.916 4.771 -1.068
H 1.080 6.077 -2.710
H 0.202 4.759 -3.590
H 2.036 4.941 -3.652
H 3.042 2.879 -1.546
H 2.326 2.890 -3.147
H 1.239 1.392 -0.715
H 1.991 0.663 -2.130
H 0.330 1.431 -2.233
O -1.891 -2.440 -0.421
C -2.293 -2.299 0.719
C -3.265 -3.255 1.302
C -3.703 -4.336 0.541
C -4.583 -5.257 1.090
C -5.027 -5.105 2.401
C -4.606 -4.021 3.157
C -3.728 -3.089 2.608
C -3.298 -1.924 3.420
O -3.743 -1.751 4.539
C -2.310 -0.980 2.844
C -1.866 0.100 3.603
C -0.917 0.972 3.086
C -0.406 0.768 1.806
C -0.858 -0.300 1.042
C -1.813 -1.173 1.555
H -3.355 -4.459 -0.476
H -4.919 -6.099 0.499
H -5.704 -5.832 2.832
H -4.956 -3.901 4.174
H -2.257 0.258 4.600
H -0.573 1.806 3.677
H 0.342 1.439 1.396
H -0.460 -0.454 0.046
O 5.606 -5.560 1.339
C 4.656 -5.333 0.615
C 3.675 -4.275 0.961
C 3.860 -3.522 2.118
C 2.970 -2.505 2.431
C 1.893 -2.234 1.592
C 1.695 -2.992 0.446
C 2.581 -4.019 0.131
C 2.351 -4.835 -1.086
O 1.371 -4.649 -1.782
C 3.343 -5.880 -1.443
C 3.159 -6.630 -2.602
C 4.096 -7.587 -2.962
C 5.221 -7.798 -2.169
C 5.400 -7.062 -1.007
C 4.460 -6.104 -0.638
H 4.699 -3.727 2.769
H 3.118 -1.918 3.329
H 1.209 -1.433 1.832
H 0.852 -2.783 -0.202
H 2.289 -6.465 -3.222
H 3.954 -8.167 -3.866
H 5.956 -8.538 -2.457
H 6.274 -7.230 -0.391
```

The SMILES is CCCN[C@H]1C[C@@H](C)S(=O)(=O)O[C@@H]1[C@H](C)CC.O=C1c2ccccc2C(=O)c2ccccc21.O=C1c2ccccc2C(=O)c2ccccc21. For the orbital gap, the calculation gives 0.30430 Ha. The strongest force on any atom comes out at 4.96 eV/Å. The value obtained for the HOMO energy is -9.1 eV. The value obtained for the LUMO energy is -0.82 eV. The total charge is 0.

4.
Computed, not measured: the molecule C2H7N5, with the ωB97M-V functional and the def2-TZVPD basis.

```
14
C2H7N5 | the Open Molecules 2025 dataset | the ωB97M-V functional and the def2-TZVPD basis
H 2.043 -0.228 -1.904
N 1.027 0.318 -1.954
C 0.264 -0.180 -1.085
C 0.952 -0.882 0.215
N 0.706 -0.209 1.310
N 0.114 0.921 1.421
N -1.048 0.231 -0.832
N -1.822 -0.358 0.417
H 1.206 -1.998 0.127
H 0.834 1.837 1.828
H -0.008 1.307 0.279
H -1.287 1.093 -1.511
H -1.660 -1.529 0.236
H -1.321 -0.323 1.450
```

The SMILES is [H]/N=C(\C=N/N)NN. For the orbital gap, the calculation gives 0.33904 Ha. The energy relative to the best compared isomer or geometry (same formula, charge and spin) is 173.3 kcal/mol. The strongest force on any atom comes out at 9.35 eV/Å. The value obtained for the HOMO energy is -8.8 eV. The value obtained for the LUMO energy is 0.38 eV. The total charge is 0.

5.
Computed, not measured: the molecule C14H18N2O3, with the ωB97M-V functional and the def2-TZVPD basis.

```
37
C14H18N2O3 | the Open Molecules 2025 dataset | the ωB97M-V functional and the def2-TZVPD basis
N -0.928 1.466 0.082
C 0.070 0.538 -0.193
C 1.424 0.778 0.637
C 2.578 1.457 -0.058
C 3.206 2.489 0.710
C 4.208 3.294 0.175
C 4.501 3.066 -1.244
C 3.983 2.009 -1.967
C 3.031 1.184 -1.350
C -0.281 -0.898 0.091
O 0.596 -1.622 0.483
N -1.641 -1.326 -0.002
C -2.435 -1.547 -1.202
C -3.686 -2.332 -0.592
C -3.773 -1.874 0.856
C -2.379 -1.440 1.262
C -1.572 -2.380 2.116
O -1.213 -1.947 3.241
O -1.169 -3.514 1.463
H -0.572 2.421 0.050
H -1.746 1.372 -0.573
H 0.307 0.758 -1.281
H 1.119 1.524 1.433
H 1.633 -0.252 0.986
H 3.015 2.611 1.755
H 4.636 4.218 0.742
H 5.246 3.686 -1.729
H 4.080 1.836 -2.989
H 2.634 0.374 -2.042
H -1.795 -2.139 -1.945
H -2.625 -0.622 -1.747
H -4.571 -2.213 -1.215
H -3.357 -3.383 -0.606
H -4.121 -2.633 1.513
H -4.493 -0.982 0.879
H -2.374 -0.472 1.662
H -1.541 -3.505 0.599
```

The SMILES is N[C@@H](Cc1ccccc1)C(=O)N1CCC[C@H]1C(=O)O. For the orbital gap, the calculation gives 0.34035 Ha. The energy relative to the best compared isomer or geometry (same formula, charge and spin) is 88.6 kcal/mol. The strongest force on any atom comes out at 4.60 eV/Å. The value obtained for the HOMO energy is -8.8 eV. The value obtained for the LUMO energy is 0.47 eV. The total charge is 0.